102
Properties=species:S:1:pos:R:3:forces:R:3:mulliken_charge:R:1 method="wB97M-V/def2-TZVPD" energy_ev=-62554.720 e_homo_ev=-8.397
C 5.71352 -1.33932 -1.55864 -0.27 -0.26 0.49 -1.135
C 4.22848 -0.98679 -1.62052 0.27 -0.19 -0.47 0.078
O 4.01323 0.40164 -1.88587 -0.21 -0.32 -0.24 -0.502
C 2.96757 0.51309 -2.83249 -0.85 -0.17 -0.24 0.317
C 2.42477 1.92615 -3.01398 1.26 0.33 0.25 -0.362
O 1.75451 2.00864 -4.28186 -0.28 -0.02 0.34 -0.382
C 0.40000 1.68294 -4.18953 -0.60 -0.71 0.27 -0.238
C 0.08496 0.17491 -4.33892 1.04 -0.17 -0.67 -0.301
C 0.90473 -0.73381 -5.08539 0.28 0.15 -0.12 0.172
C 0.60903 -2.08133 -5.16908 -0.46 0.30 0.20 0.726
C 1.41227 -3.11356 -5.94109 1.15 0.63 0.10 -0.527
C 2.95454 -2.84126 -5.83530 -0.49 -0.22 0.14 -0.817
C -0.56367 -2.47627 -4.45705 1.52 -0.21 -0.57 0.635
C -0.96500 -3.96707 -4.45455 -0.90 -1.65 -0.12 -0.263
O -0.62356 -4.71664 -3.52684 0.51 1.27 0.19 -0.698
O -1.59962 -4.27878 -5.47379 0.03 0.91 -0.30 -0.669
N -1.23795 -1.52954 -3.84388 -1.90 -1.43 0.34 0.947
C -2.48414 -1.98563 -3.14241 -0.61 0.17 1.42 -0.064
C -2.16225 -2.53600 -1.75392 -0.02 0.73 -0.32 -0.793
F -3.28283 -0.87649 -2.93519 0.24 -0.01 -0.39 -0.347
N -0.99030 -0.24970 -3.74650 0.22 0.70 0.19 -1.101
H 5.77054 -2.39510 -1.24862 0.12 0.26 -0.11 0.405
H 6.24815 -0.75012 -0.80215 -0.12 -0.03 -0.28 0.318
H 6.20498 -1.25167 -2.53540 -0.15 0.17 0.22 0.105
H 3.79380 -1.57385 -2.44786 0.07 0.09 0.22 0.067
H 3.68781 -1.29889 -0.71254 0.22 0.25 -0.07 0.336
H 3.29007 0.15492 -3.82943 0.09 0.04 0.31 -0.170
H 2.10783 -0.11470 -2.51719 0.34 -0.02 -0.04 0.332
H 3.28594 2.61246 -3.06598 -0.27 -0.13 -0.14 0.348
H 1.81601 2.24419 -2.14979 0.13 -0.25 -0.89 0.237
H -0.00391 1.96820 -3.20547 0.02 0.03 -0.30 -0.080
H -0.17467 2.21311 -4.96086 0.29 -0.02 0.05 0.329
H 1.79543 -0.32929 -5.57101 -0.21 -0.05 0.08 0.681
H 1.17720 -3.03887 -7.01062 -0.42 -0.22 0.34 0.319
H 1.22223 -4.12794 -5.58269 -0.39 0.29 -0.10 0.408
H 3.48824 -3.78609 -5.67084 -0.12 0.25 -0.08 0.472
H 3.32712 -2.39179 -6.76063 0.07 0.12 0.35 0.286
H 3.15389 -2.18728 -4.97632 0.20 -0.09 -0.32 -0.112
H -3.07643 -2.65478 -3.77326 0.61 -0.03 -0.20 0.342
H -3.10510 -2.55404 -1.20330 0.22 -0.35 -0.13 0.197
H -1.64782 -3.49885 -1.77147 -0.12 0.19 -0.08 0.409
H -1.55824 -1.76169 -1.25434 0.00 -0.36 -0.05 0.180
C -4.54559 -2.56214 1.60666 0.02 -0.11 0.03 0.069
O -3.59492 -2.22223 0.92842 -0.10 0.15 0.15 -0.573
N -5.57151 -1.75974 1.95127 -0.06 -0.12 0.10 0.162
C -6.67767 -2.22725 2.76358 0.07 0.27 -0.13 -0.941
C -5.56457 -0.38162 1.49094 0.20 -0.15 -0.09 -0.895
H -4.64327 -3.58648 2.00318 -0.04 0.01 0.02 0.284
H -7.61052 -2.12038 2.20626 -0.07 -0.06 0.12 0.342
H -6.73558 -1.63325 3.67822 -0.11 -0.09 0.04 0.334
H -6.54133 -3.27380 3.02874 0.05 0.01 -0.04 0.290
H -5.54193 -0.36077 0.40045 0.02 0.12 0.02 0.290
H -4.67177 0.12314 1.86387 -0.04 0.09 -0.06 0.253
H -6.45217 0.13583 1.84737 -0.01 -0.08 0.03 0.379
C 0.32695 2.88808 0.41455 0.08 0.03 0.17 -0.078
O 1.09830 2.71527 -0.51922 -0.43 0.11 0.40 -0.615
N -0.99577 2.66445 0.36968 -0.05 0.02 0.02 0.202
C -1.84869 2.88830 1.52163 0.07 0.03 -0.20 -0.709
C -1.58802 2.18324 -0.86745 0.33 0.02 0.02 -0.884
H 0.67238 3.24837 1.39561 -0.03 0.00 0.01 0.346
H -2.33883 1.94924 1.79478 -0.07 0.06 0.08 0.247
H -2.60826 3.63339 1.27060 -0.07 -0.05 0.09 0.327
H -1.26165 3.24541 2.37105 -0.10 -0.10 -0.38 0.155
H -1.13445 1.23027 -1.14624 -0.11 0.00 -0.10 0.245
H -1.39898 2.90311 -1.66610 -0.08 -0.06 -0.05 0.260
H -2.65974 2.05127 -0.74289 0.02 0.00 0.06 0.400
C -1.32985 2.80349 4.87567 0.10 -0.07 0.09 0.171
O -0.57095 3.49488 4.21493 0.01 0.11 0.32 -0.709
N -2.25907 3.27154 5.72246 -0.03 -0.20 -0.04 0.199
C -3.13141 2.38751 6.47868 0.05 0.39 0.00 -1.032
C -2.39546 4.70910 5.88718 0.18 -0.06 -0.15 -0.999
H -1.30785 1.70209 4.82325 -0.03 -0.01 0.01 0.336
H -4.17027 2.59877 6.21995 -0.05 -0.12 0.12 0.376
H -2.98523 2.55808 7.54476 -0.17 -0.14 0.03 0.362
H -2.91489 1.34515 6.25428 0.05 0.03 -0.03 0.308
H -2.63377 5.16606 4.92586 0.01 0.10 0.06 0.275
H -1.45273 5.12678 6.24273 -0.05 0.10 -0.02 0.319
H -3.18498 4.92919 6.60153 0.00 -0.09 0.00 0.398
C 5.62825 0.95970 -5.85639 -0.02 0.57 0.39 0.090
O 4.56546 0.58979 -6.31099 0.00 -0.49 -0.20 -0.601
N 6.77633 0.25651 -5.81321 -0.05 -0.03 -0.06 0.156
C 7.98489 0.79189 -5.21870 -0.07 -0.25 -0.15 -0.961
C 6.79897 -1.08109 -6.38134 -0.25 0.11 0.01 -0.895
H 5.72756 1.96115 -5.40278 0.09 0.00 0.01 0.307
H 8.77654 0.82769 -5.97025 0.09 0.05 0.10 0.358
H 8.30105 0.14975 -4.39386 0.10 0.10 0.03 0.336
H 7.81085 1.79648 -4.83866 -0.06 -0.02 -0.02 0.314
H 6.53642 -1.03311 -7.43919 0.01 -0.12 0.01 0.313
H 6.06418 -1.70704 -5.87181 0.03 -0.08 -0.08 0.202
H 7.78881 -1.51764 -6.27091 0.01 0.07 0.03 0.398
C -3.66653 -0.19027 9.71238 -0.09 -0.07 0.03 0.111
O -4.17712 0.70134 9.06013 0.15 0.07 -0.04 -0.551
N -2.38846 -0.20422 10.13799 -0.06 -0.15 0.05 0.121
C -1.84690 -1.30326 10.91432 0.12 0.26 -0.10 -0.922
C -1.52702 0.91822 9.80803 -0.26 0.02 -0.08 -0.839
H -4.23259 -1.08658 10.01586 0.03 -0.02 0.02 0.260
H -1.49896 -0.93115 11.87997 0.03 -0.14 0.03 0.335
H -1.00750 -1.75007 10.37786 0.01 -0.09 0.11 0.337
H -2.60655 -2.06433 11.08070 -0.03 0.05 -0.04 0.294
H -1.95074 1.83657 10.21767 0.09 0.05 -0.05 0.302
H -1.46112 1.02187 8.72405 0.09 0.08 0.03 0.176
H -0.53317 0.76036 10.21947 -0.04 -0.06 0.02 0.379

***

125
Properties=species:S:1:pos:R:3:forces:R:3:mulliken_charge:R:1 method="wB97M-V/def2-TZVPD" smiles="CCCN[C@@](C#N)(CC(=O)Cl)[C@@](F)(C#N)CCCBr.CCO.CCO.CCO.CCO.CCO.CCO.CCO.CCO.CCO.CCO" energy_ev=-146685.911 e_homo_ev=-8.793
C 5.10801 4.12257 -2.36266 -0.05 -0.53 0.35 -1.165
C 5.29609 2.61533 -2.38333 -0.74 -0.13 -0.50 -0.621
C 4.22048 1.88458 -3.18958 0.27 0.85 0.75 -0.395
N 2.89524 2.20106 -2.63030 0.00 -0.36 -0.36 -0.478
C 2.00512 1.04987 -2.54969 -0.11 0.53 0.75 1.604
C 2.03996 0.29252 -3.78885 0.18 -1.34 -1.69 -0.699
N 2.07659 -0.39894 -4.71660 -0.04 0.91 1.06 -0.611
C 2.43751 0.15273 -1.35817 0.34 -0.63 -0.27 -0.484
C 2.20965 -1.32668 -1.55257 -0.92 -0.67 0.45 0.300
O 1.23980 -1.95291 -1.25959 0.85 0.32 -0.30 -0.429
Cl 3.63383 -2.16816 -2.26025 -0.26 0.05 -0.10 -0.212
C 0.52579 1.57134 -2.38390 -0.07 -0.19 -1.05 1.618
F -0.06860 1.52515 -3.63308 -0.18 0.09 -0.64 -0.517
C -0.27068 0.70410 -1.52625 -0.63 -1.50 3.45 -1.160
N -0.67854 0.18828 -0.55813 0.51 0.93 -2.54 -0.092
C 0.38059 2.97535 -1.90131 -0.24 0.52 0.81 -1.197
C -1.08733 3.35158 -1.72927 0.19 0.16 -0.40 -0.292
C -1.33213 4.29708 -0.60279 -0.17 -0.28 0.34 -1.169
Br -0.88599 3.46041 1.10840 0.05 0.13 0.13 -0.224
H 4.24798 4.36203 -1.75392 -0.30 0.27 0.16 0.300
H 4.93218 4.53044 -3.34622 0.13 0.16 -0.36 0.295
H 5.96705 4.57415 -1.89534 0.31 0.42 0.02 0.399
H 5.23074 2.22029 -1.37651 0.29 -0.10 0.44 0.181
H 6.24602 2.33190 -2.80738 0.48 -0.02 -0.05 0.488
H 4.46042 0.82908 -3.12780 -0.12 -0.39 -0.30 0.288
H 4.25034 2.25346 -4.20437 -0.01 -0.29 -0.49 0.508
H 3.02474 2.50568 -1.67661 0.01 0.26 0.21 0.331
H 3.49576 0.25119 -1.19136 0.43 0.29 -0.12 0.225
H 1.96437 0.46090 -0.44153 -0.42 0.11 0.31 0.326
H 0.84989 3.67296 -2.56854 0.38 0.00 -0.56 0.483
H 0.89669 3.09164 -0.95509 0.12 -0.16 0.39 0.491
H -1.39564 3.86537 -2.63116 -0.24 0.13 -0.34 0.317
H -1.74142 2.49636 -1.63080 -0.14 -0.24 0.17 0.284
H -0.77993 5.21515 -0.67918 0.40 0.26 0.10 0.556
H -2.36975 4.54795 -0.54545 -0.53 0.11 0.17 0.523
C -3.59141 1.16854 3.72253 -0.35 1.95 2.86 -0.034
C -4.23193 2.54484 3.73444 0.55 -0.18 0.02 -0.483
O -3.35200 3.54192 4.24849 -0.19 0.24 0.13 -0.570
H -3.28826 0.87702 4.72949 0.11 0.29 0.27 0.257
H -4.27989 0.41792 3.32955 0.35 1.94 2.65 -0.146
H -2.69243 1.17110 3.09902 -0.08 -0.02 -0.01 0.107
H -5.12018 2.55556 4.36414 -0.01 0.04 0.06 0.344
H -4.53191 2.82901 2.71767 -0.15 -0.03 -0.04 0.220
H -2.56919 3.51751 3.69430 0.19 0.09 -0.07 0.266
C -3.37443 -2.60731 4.89232 0.23 0.03 0.31 -0.349
C -2.17827 -1.87379 5.47062 -0.16 -0.13 0.25 -0.336
O -2.52257 -1.19228 6.67595 0.11 0.14 -0.22 -0.545
H -4.18714 -1.90820 4.69512 0.15 0.10 0.14 0.165
H -3.11319 -3.11185 3.96070 0.11 0.00 0.22 -0.068
H -3.74784 -3.35325 5.59905 0.04 -0.07 -0.02 0.373
H -1.82166 -1.12102 4.77046 0.01 0.08 0.05 0.181
H -1.35653 -2.57002 5.67083 0.03 -0.02 -0.13 0.365
H -2.82977 -1.84833 7.30571 -0.04 -0.05 0.09 0.311
C -6.10194 1.14586 -0.19230 -0.11 0.38 0.06 -1.423
C -4.72976 1.00103 -0.82086 0.07 0.23 0.33 0.141
O -3.76359 1.81138 -0.15367 -0.03 0.12 -0.35 -0.112
H -6.42503 2.18679 -0.22367 0.00 0.01 -0.13 0.389
H -6.84020 0.53403 -0.71411 -0.03 -0.02 -0.01 0.279
H -6.07682 0.84122 0.85745 -0.17 0.46 -0.35 0.333
H -4.75295 1.32041 -1.86119 0.04 -0.03 -0.01 0.354
H -4.40270 -0.04415 -0.78880 0.01 -0.13 -0.15 0.082
H -3.73271 1.52832 0.76603 0.01 -0.01 0.15 0.068
C -0.08707 -4.49005 1.25176 0.05 0.07 0.00 -1.294
C -1.19877 -3.47992 1.47384 0.08 0.11 -0.31 0.353
O -0.74357 -2.13907 1.38178 -0.04 -0.08 0.31 -0.321
H 0.70783 -4.34264 1.98403 -0.03 -0.01 0.04 0.264
H -0.45942 -5.51256 1.33810 -0.01 0.01 -0.01 0.405
H 0.35331 -4.36356 0.26017 -0.05 -0.03 -0.02 0.299
H -1.62561 -3.59276 2.47035 -0.01 0.01 -0.01 -0.081
H -1.99977 -3.61972 0.73756 -0.05 -0.24 0.08 0.222
H -0.37345 -2.00439 0.50283 0.00 0.18 -0.08 0.138
C 4.09541 -4.10633 -5.81541 0.06 0.08 -0.02 -0.803
C 5.45238 -4.56662 -6.31481 -0.02 0.02 0.31 -0.277
O 6.50664 -3.75229 -5.80313 -0.01 0.00 -0.24 -0.503
H 3.91515 -3.06939 -6.09874 -0.02 0.00 -0.04 0.262
H 3.29550 -4.72549 -6.22412 0.00 -0.01 0.03 0.347
H 4.04902 -4.15668 -4.72490 -0.04 -0.08 0.00 0.152
H 5.50495 -4.49835 -7.39986 0.09 0.03 -0.01 0.288
H 5.63342 -5.60900 -6.02989 -0.07 -0.04 -0.11 0.247
H 6.48115 -3.81197 -4.84542 0.01 0.02 0.10 0.285
C -2.30110 8.97936 1.00339 -0.07 -0.03 -0.02 -1.200
C -1.76761 7.64157 0.52778 -0.06 0.16 -0.18 -0.090
O -2.60114 7.06997 -0.48192 0.03 -0.01 0.13 -0.470
H -3.31215 8.86566 1.39362 0.01 -0.03 0.05 0.303
H -1.66774 9.39833 1.78619 0.01 0.01 -0.01 0.349
H -2.34716 9.69297 0.17714 0.08 0.03 0.01 0.347
H -1.74010 6.92708 1.34913 -0.02 -0.08 -0.05 0.269
H -0.74912 7.75293 0.13688 0.04 -0.01 0.11 0.262
H -2.63004 7.68318 -1.22086 -0.06 0.07 -0.05 0.259
C 5.29668 -2.01551 1.95030 -0.13 0.11 -0.02 -1.029
C 5.34000 -1.12675 0.72251 0.06 0.10 0.28 0.186
O 4.61886 0.09525 0.93049 -0.04 -0.10 -0.26 -0.459
H 4.26357 -2.24669 2.21429 -0.01 -0.04 -0.05 0.284
H 5.83216 -2.94868 1.77837 0.04 0.01 0.03 0.231
H 5.74793 -1.51607 2.80987 0.10 -0.07 -0.01 0.337
H 4.86996 -1.62025 -0.12766 0.09 0.12 0.12 -0.007
H 6.37483 -0.88944 0.45269 0.00 -0.09 -0.06 0.290
H 5.02269 0.55232 1.67249 -0.01 0.04 0.10 0.284
C -4.56164 -1.27212 -4.27727 0.01 0.06 0.06 -0.843
C -5.96595 -0.73091 -4.07739 0.18 0.11 -0.23 -0.288
O -5.97927 0.69454 -4.03909 -0.09 -0.08 0.20 -0.480
H -3.90431 -0.92624 -3.47846 -0.02 -0.03 0.03 0.107
H -4.55832 -2.36316 -4.28689 0.01 0.01 -0.02 0.325
H -4.14191 -0.91762 -5.22144 -0.03 -0.06 -0.04 0.352
H -6.37356 -1.07122 -3.12636 -0.05 0.07 0.03 0.235
H -6.62911 -1.07822 -4.87671 -0.02 -0.10 0.07 0.340
H -5.63405 1.01588 -4.87557 0.03 0.05 -0.07 0.280
C -4.96577 -2.45844 2.07815 -0.02 0.02 0.19 -1.299
C -5.18632 -0.97196 1.85593 0.18 -1.00 -0.71 -0.286
O -4.00709 -0.21717 2.13559 -0.54 -3.66 -5.33 0.022
H -4.64670 -2.64265 3.10449 -0.40 -0.02 -0.61 0.203
H -5.87392 -3.03208 1.88550 -0.02 0.05 -0.08 0.450
H -4.17488 -2.82354 1.41979 -0.03 -0.03 -0.08 0.208
H -5.96107 -0.59445 2.52187 -0.03 0.15 0.13 0.413
H -5.50267 -0.78323 0.82289 0.03 -0.45 0.50 0.194
H -3.29969 -0.52562 1.55731 0.37 -0.37 -0.29 -0.013
C 6.78828 -6.51413 4.31603 0.02 0.04 0.05 -1.124
C 6.22308 -5.19046 3.83496 0.28 -0.06 -0.09 -0.144
O 7.14216 -4.11886 4.04008 -0.21 0.01 0.09 -0.511
H 7.04183 -6.45532 5.37440 -0.05 0.00 0.02 0.284
H 6.07139 -7.32345 4.17116 0.01 -0.01 -0.02 0.333
H 7.70364 -6.76278 3.77394 -0.04 -0.04 -0.06 0.341
H 5.32116 -4.93663 4.38891 0.00 0.09 0.00 0.302
H 5.96510 -5.24935 2.77155 -0.11 -0.05 0.03 0.229
H 7.94146 -4.32128 3.54777 0.10 0.00 -0.02 0.297